A molecular structure, C16H21Cl2IN4O5S2Tl, computed with ωB97M-V with the def2-TZVPD basis set.

Properties
- ΔE to the lowest compared entry with this formula, charge and spin: 15.1 kcal/mol
- LUMO level: -4.44 eV
- Maximum force: 0.01435 hartree/bohr
- Energy: -3404.24937 Eh
- E_HOMO: -11.80 eV
- Total charge: +1

Each line ends with the Mulliken charge.
Atoms and positions in Å:
1 Tl 0.012860 -0.009458 -1.101610  1.259
2 O 3.408039 -0.998380 -3.058690  -0.743
3 S 2.181743 -0.820043 -2.353569  1.144
4 O 2.198104 -1.206694 -0.903798  -0.440
5 O 1.717288 0.654516 -2.323156  -0.658
6 O 0.986599 -1.543575 -2.924891  -0.702
7 C -2.628202 3.874805 -1.904710  -1.562
8 C -2.113427 2.759039 -1.043179  0.412
9 O -1.287654 1.985286 -1.522346  -0.471
10 C -2.597550 2.617837 0.352441  0.685
11 C -2.882818 3.747839 1.116036  -0.450
12 C -3.279972 3.607019 2.437326  -0.642
13 C -3.431322 2.340165 2.987236  -0.541
14 C -3.184032 1.209910 2.218112  -0.649
15 C -2.757682 1.351606 0.907924  -0.310
16 H -2.531968 3.596350 -2.951870  0.392
17 H -2.008398 4.763501 -1.740234  0.373
18 H -3.657310 4.123783 -1.661962  0.410
19 H -2.769967 4.738473 0.690175  0.427
20 H -3.481306 4.487494 3.036629  0.407
21 H -3.753201 2.233285 4.016124  0.414
22 H -3.326547 0.221227 2.639136  0.424
23 H -2.588473 0.471615 0.293861  0.701
24 I -1.146724 -5.157908 2.528756  0.169
25 C -0.742094 -3.928685 0.928435  -0.876
26 C -0.101554 -4.259823 -0.250080  -0.221
27 N -0.056894 -3.154731 -0.998625  0.326
28 N -0.631418 -2.119202 -0.374248  0.113
29 C -1.048312 -2.571746 0.807336  -0.404
30 H 0.307921 -5.201216 -0.583744  0.497
31 H 0.426959 -2.941321 -1.871140  0.145
32 H -1.568984 -1.928374 1.503383  0.604
33 Cl -3.166080 -2.411715 -2.605587  -0.128
34 C -2.286397 -1.628421 -3.914248  -0.300
35 Cl -1.653408 -0.016137 -3.472137  -0.011
36 H -2.976166 -1.458984 -4.725393  0.399
37 H -1.445080 -2.233911 -4.216165  0.244
38 S 0.566023 0.890264 1.215059  -0.239
39 C 2.206576 0.252714 1.341943  0.011
40 N 2.423698 -0.860734 2.012266  0.012
41 C 3.764565 -1.467102 2.140756  -0.679
42 C 4.615683 -1.036434 0.959839  -0.277
43 C 4.610665 0.478149 0.865965  -0.729
44 N 3.211788 0.954903 0.860661  0.026
45 H 1.611831 -1.381447 2.293814  0.213
46 H 3.648261 -2.545765 2.168884  0.418
47 H 4.204873 -1.145871 3.084634  0.327
48 H 4.179517 -1.441982 0.051119  -0.009
49 H 5.632414 -1.406076 1.066601  0.486
50 H 5.083173 0.808774 -0.054776  0.418
51 H 5.134647 0.934843 1.704740  0.340
52 H 2.969712 1.772340 0.326968  0.246

Atoms 1-3, force components in eV/Å:
Tl -0.049 0.298 0.673
O -0.108 0.116 0.119
S 0.142 -0.581 -0.199

---

12 unconnected molecules or ions with the total composition C16H21Cl33FO, computed with ωB97M-V with the def2-TZVPD basis set.

Properties
- LUMO level: 1.50 eV
- Maximum force: 0.02464 hartree/bohr
- Energy: -15983.55671 Eh
- E_HOMO: -1.62 eV
- Total charge: -1

Each line ends with the Mulliken charge.
Atoms and positions in Å:
1 C -3.842694 1.676118 -1.035988  -0.927
2 C -2.652852 2.146753 -0.197206  0.302
3 O -1.682574 1.189918 -0.006828  -0.077
4 C -2.311870 0.077925 0.742115  -0.779
5 C -1.237256 -0.864214 1.260474  0.370
6 C -0.747254 -1.883427 0.237978  0.029
7 F 0.573417 -1.626298 -0.149485  -0.344
8 H -4.103749 2.421494 -1.768711  0.388
9 H -4.701448 1.584407 -0.393630  0.367
10 H -3.674059 0.718952 -1.488927  0.023
11 H -3.026696 2.468128 0.776426  0.248
12 H -2.208266 2.991368 -0.710340  -0.249
13 H -2.871577 -0.480327 -0.015849  -0.341
14 H -0.359321 -0.354709 1.634530  -0.472
15 H -1.682905 -1.372223 2.099347  0.419
16 H -0.742240 -2.889183 0.648532  0.304
17 H -1.362857 -1.885824 -0.641643  -0.024
18 C 1.344006 3.575498 -0.656415  0.314
19 Cl 2.980182 2.929993 -0.499639  -0.136
20 Cl 0.853443 4.394672 0.826038  -0.142
21 Cl 1.242804 4.689674 -2.026525  -0.111
22 H 0.664690 2.745936 -0.824225  0.060
23 C -6.164132 -1.294565 -2.230810  0.533
24 Cl -4.452586 -1.716187 -2.260200  -0.118
25 Cl -6.650581 -0.816345 -0.607443  -0.093
26 Cl -6.513618 -0.020810 -3.410351  -0.132
27 H -6.736273 -2.173761 -2.511560  -0.223
28 C -7.742350 -5.726929 -2.836127  -0.011
29 Cl -8.781285 -5.753727 -1.410941  -0.130
30 Cl -6.553412 -4.427914 -2.716181  -0.091
31 Cl -6.943214 -7.281793 -3.065922  -0.082
32 H -8.362049 -5.536370 -3.700088  0.280
33 C 2.342172 2.067994 3.626601  -0.019
34 Cl 1.461766 2.395712 5.124496  -0.149
35 Cl 3.718357 0.995901 3.940268  -0.084
36 Cl 1.282639 1.387330 2.409510  -0.061
37 H 2.728928 3.006198 3.253653  0.229
38 C 7.511184 -0.347894 4.556483  0.040
39 Cl 8.722128 0.121634 3.363554  -0.105
40 Cl 6.246879 -1.327010 3.824987  -0.121
41 Cl 8.287969 -1.217778 5.886495  -0.108
42 H 7.058663 0.549925 4.952286  0.307
43 C -10.545538 -0.102512 -2.222194  -0.003
44 Cl -11.625139 -0.118109 -0.824202  -0.137
45 Cl -9.346593 1.179431 -2.073384  -0.079
46 Cl -9.797811 -1.689058 -2.437286  -0.084
47 H -11.141222 0.099251 -3.099740  0.301
48 C 11.542786 -2.804224 2.261517  -0.044
49 Cl 10.466373 -2.579836 3.637509  -0.043
50 Cl 12.821356 -1.587080 2.268180  -0.128
51 Cl 12.228423 -4.430742 2.250056  -0.127
52 H 10.962762 -2.677647 1.358966  0.321
53 C 11.972598 -1.551468 6.940590  0.523
54 Cl 11.151443 -2.519002 8.168927  -0.131
55 Cl 12.371935 0.048418 7.567995  -0.131
56 Cl 13.418704 -2.374692 6.356442  -0.128
57 H 11.297808 -1.426308 6.104654  -0.134
58 C -2.092291 6.322656 -0.961216  0.710
59 Cl -3.563355 6.288571 0.005233  -0.137
60 Cl -2.469974 6.259003 -2.684241  -0.145
61 Cl -1.137980 7.766333 -0.598980  -0.138
62 H -1.500862 5.453230 -0.709533  -0.354
63 C -4.480656 -8.682173 -6.290619  0.069
64 Cl -6.010207 -7.940441 -6.761533  -0.115
65 Cl -4.568502 -9.318234 -4.648762  -0.115
66 Cl -4.026263 -9.951093 -7.430395  -0.128
67 H -3.716116 -7.919704 -6.314278  0.284
68 C 3.376865 7.776642 -2.848478  -0.008
69 Cl 4.078445 9.367074 -3.178496  -0.149
70 Cl 4.551573 6.732388 -2.047468  -0.103
71 Cl 1.908794 7.919682 -1.889492  -0.017
72 H 3.117511 7.324502 -3.794606  0.287

Atoms 1-3, force components in eV/Å:
C -0.202 0.583 0.523
C -0.343 0.014 -0.102
O 0.680 -0.564 -0.098

---

A molecular structure, C16H21FIrN4O2S4, computed with ωB97M-V with the def2-TZVPD basis set.

Properties
- ΔE to the lowest compared entry with this formula, charge and spin: 115.6 kcal/mol
- LUMO level (alpha / beta): -8.67 / -8.45 eV
- Maximum force: 0.11234 hartree/bohr
- Energy: -2788.07751 Eh
- E_HOMO (alpha / beta): -13.34 / -13.36 eV
- Expectation value of S²: 0.760
- 2S+1: 2
- Total charge: +2

Each line ends with the Mulliken charge.
Atoms and positions in Å:
1 Ir 0.384391 -1.633993 -0.715338  1.087
2 C -2.765537 -1.838018 -2.701334  -0.647
3 C -3.072757 -1.163213 -1.386099  -0.921
4 S -1.760137 -0.102060 -0.703016  0.260
5 C -1.490812 1.149429 -2.005694  -0.867
6 C -0.016563 1.364373 -2.249703  -0.799
7 S 0.922738 -0.096088 -2.792196  0.098
8 C -0.073252 -0.716960 -4.190238  -0.736
9 C -0.327364 -2.202155 -4.098443  -0.741
10 S -1.207284 -2.789713 -2.627159  0.059
11 H -2.724434 -1.142468 -3.536364  0.378
12 H -3.554984 -2.561712 -2.908667  0.516
13 H -3.224788 -1.902512 -0.597898  0.400
14 H -3.973804 -0.553087 -1.467897  0.521
15 H -1.918711 2.079340 -1.629388  0.598
16 H -2.038565 0.866164 -2.900476  0.513
17 H 0.488225 1.658044 -1.327765  0.330
18 H 0.138330 2.147212 -2.993906  0.561
19 H 0.524068 -0.526559 -5.082702  0.522
20 H -0.983247 -0.128560 -4.261364  0.428
21 H 0.612967 -2.752640 -4.065309  0.417
22 H -0.897998 -2.536596 -4.965724  0.534
23 N -1.672581 3.942432 4.746653  -0.451
24 C -1.252150 2.808567 4.159731  1.157
25 C 0.073939 2.354349 4.348257  -0.800
26 C 0.506159 1.206137 3.738365  -0.702
27 C -0.374225 0.481420 2.930812  0.050
28 C -1.686708 0.903942 2.731477  -0.301
29 C -2.124807 2.050975 3.344674  -0.955
30 S 0.315610 -0.850540 2.043784  1.460
31 O 1.254464 -1.585018 2.813665  -0.576
32 O -0.721789 -1.611226 1.319220  -0.712
33 N 1.053706 -0.087927 0.744139  -0.154
34 C 2.411661 -0.353286 0.646794  0.346
35 N 2.719833 -1.023753 -0.454380  -0.106
36 C 3.955905 -1.482255 -0.611835  -0.233
37 C 4.926474 -1.231237 0.340162  -0.717
38 C 4.525752 -0.457492 1.428886  -0.273
39 N 3.284231 -0.019299 1.571323  -0.432
40 H -1.056881 4.470986 5.338347  0.205
41 H -2.620380 4.260610 4.660329  0.203
42 H 0.740558 2.912817 4.991529  0.340
43 H 1.517654 0.843967 3.875628  0.457
44 H -2.353814 0.311566 2.121597  0.588
45 H -3.150247 2.374650 3.222846  0.343
46 H 4.154331 -2.051066 -1.512361  0.473
47 H 5.928511 -1.619729 0.247775  0.420
48 H 5.223112 -0.190476 2.214350  0.451
49 F 1.381197 -2.977360 -1.795091  -0.593

Atoms 1-3, force components in eV/Å:
Ir -1.544 4.337 -3.490
C 0.236 -0.219 -0.036
C 0.138 0.037 0.159

---

A single C16H21FN2O2 molecule, computed with ωB97M-V with the def2-TZVPD basis set.

Properties
- ΔE to the lowest compared entry with this formula, charge and spin: 1.5 kcal/mol
- LUMO level: 0.66 eV
- Maximum force: 0.00999 hartree/bohr
- Energy: -982.18443 Eh
- E_HOMO: -9.02 eV
- SMILES: CC(C)CC(=O)N1CCN(C(=O)c2ccc(F)cc2)CC1
- Total charge: 0

Each line ends with the Mulliken charge.
Atoms and positions in Å:
1 C 0.076799 -4.524337 -2.562571  -1.343
2 C -1.026945 -5.075573 -1.664083  0.759
3 C -0.811705 -6.565655 -1.412569  -1.558
4 C -1.092909 -4.321845 -0.324401  -0.888
5 C -1.531758 -2.889031 -0.546234  0.600
6 O -2.704987 -2.628630 -0.742074  -0.702
7 N -0.593107 -1.904000 -0.572910  0.228
8 C 0.810935 -1.981709 -0.245504  -0.596
9 C 1.072450 -1.222263 1.061258  -1.202
10 N 0.611602 0.145400 0.943434  0.120
11 C 1.523530 1.147809 0.879167  0.423
12 O 2.721212 0.942491 0.949432  -0.650
13 C 0.982062 2.539235 0.771057  0.045
14 C 0.157368 3.063983 1.761742  0.073
15 C -0.263966 4.379213 1.695610  -0.540
16 C 0.148172 5.156812 0.627649  0.345
17 F -0.268532 6.436345 0.553909  -0.322
18 C 0.977954 4.662611 -0.362571  -0.636
19 C 1.401839 3.349109 -0.277847  -0.444
20 C -0.782179 0.247168 0.575872  -0.580
21 C -1.030916 -0.530773 -0.723331  -1.150
22 H 1.052992 -4.655317 -2.098909  0.270
23 H 0.081623 -5.051861 -3.513575  0.445
24 H -0.077308 -3.466815 -2.761980  0.318
25 H -1.989321 -4.936569 -2.167113  0.255
26 H -1.614875 -6.975243 -0.804897  0.388
27 H -0.785398 -7.107838 -2.354645  0.396
28 H 0.131438 -6.732821 -0.895472  0.362
29 H -1.870529 -4.784099 0.287282  0.468
30 H -0.146336 -4.409813 0.204966  0.347
31 H 1.144356 -3.011387 -0.152266  0.462
32 H 1.383037 -1.507376 -1.052175  0.214
33 H 2.140535 -1.195632 1.283336  0.531
34 H 0.534032 -1.706142 1.883629  0.248
35 H -0.143763 2.444986 2.593736  0.442
36 H -0.899014 4.805332 2.455952  0.447
37 H 1.286932 5.302965 -1.173291  0.433
38 H 2.065329 2.943674 -1.026241  0.440
39 H -1.062377 1.290821 0.439440  0.554
40 H -1.392929 -0.187531 1.375525  0.198
41 H -2.095318 -0.542393 -0.962314  0.489
42 H -0.473968 -0.064214 -1.543653  0.312

Atoms 1-3, force components in eV/Å:
C -0.285 -0.050 0.033
C 0.188 -0.083 0.069
C -0.153 0.248 -0.068

---

A single C16H21FN4OS molecule, computed with ωB97M-V with the def2-TZVPD basis set.

Properties
- ΔE to the lowest compared entry with this formula, charge and spin: 0.0 kcal/mol
- LUMO level: 0.64 eV
- Maximum force: 0.02515 hartree/bohr
- Energy: -1414.59801 Eh
- E_HOMO: -7.81 eV
- SMILES: CCSc1nnc(CNc2ccc(F)cc2)n1C[C@H]1CCCO1
- Total charge: 0

Each line ends with the Mulliken charge.
Atoms and positions in Å:
1 C -6.342010 0.872623 -0.574189  -1.278
2 C -5.000542 1.569517 -0.481648  -0.299
3 S -3.647040 0.376342 -0.793492  -0.200
4 C -2.315117 1.436998 -0.473438  0.439
5 N -2.404959 2.667006 -0.043673  -0.404
6 N -1.156397 3.148581 0.042006  -0.851
7 C -0.321406 2.221957 -0.332919  1.038
8 C 1.156831 2.420689 -0.401638  -1.043
9 N 1.894400 1.661806 0.579781  -0.176
10 C 2.586217 0.499304 0.362168  0.500
11 C 2.985893 0.057686 -0.903881  -0.392
12 C 3.709968 -1.111051 -1.053697  -0.743
13 C 4.054896 -1.842575 0.064429  0.422
14 F 4.748382 -2.999173 -0.083364  -0.389
15 C 3.708241 -1.416929 1.335514  -0.742
16 C 2.982121 -0.255226 1.475637  -0.305
17 N -1.009833 1.088635 -0.685780  0.503
18 C -0.519609 -0.197440 -1.092727  -1.513
19 C -0.702546 -1.235301 0.015933  0.877
20 C -0.055886 -2.594796 -0.306388  -0.884
21 C 0.484867 -3.066290 1.052383  -0.354
22 C 0.092822 -1.926229 2.005967  -0.717
23 O -0.075880 -0.782556 1.199405  -0.359
24 H -6.484419 0.441916 -1.562943  0.337
25 H -7.137550 1.590517 -0.388301  0.369
26 H -6.412040 0.075427 0.162471  0.339
27 H -4.819099 1.986213 0.507477  0.342
28 H -4.899010 2.359696 -1.224131  0.312
29 H 1.325568 3.488305 -0.220334  0.299
30 H 1.518743 2.183466 -1.403499  0.300
31 H 1.545184 1.771811 1.520226  0.260
32 H 2.753226 0.628326 -1.790553  0.370
33 H 4.008685 -1.453270 -2.032300  0.430
34 H 4.006530 -1.996800 2.195178  0.407
35 H 2.705138 0.088923 2.460923  0.410
36 H 0.541838 -0.105616 -1.327666  0.229
37 H -1.072266 -0.527115 -1.978611  0.305
38 H -1.780066 -1.370441 0.208098  0.317
39 H -0.783240 -3.283306 -0.729865  0.380
40 H 0.757175 -2.462501 -1.019594  0.309
41 H 1.566801 -3.176873 1.018010  0.024
42 H 0.047287 -4.010711 1.367680  0.390
43 H -0.853133 -2.160976 2.515886  0.380
44 H 0.855351 -1.699103 2.749435  0.359

Atoms 1-3, force components in eV/Å:
C 0.207 -0.105 -0.036
C 0.340 -0.016 -0.025
S -0.514 -0.187 -0.043

---

The highest energy belongs to which entry?
C16H21FN2O2